[1]
Entry from the Open Molecules 2025 dataset: a cluster of 5 separate species, C19H31BrCl2FN5O9P2S2 in total (ωB97M-V with the def2-TZVPD basis set).

## Properties
Total charge ... 0
SMILES string ... C[C@@H](F)[C@]1(CC(=O)Br)[C@@H](Cl)OS(=O)(=O)[C@](CCCS(=O)(=O)O)(P(N)O)[C@H]1P(O)Cl.CC#N.CC#N.CC#N.CC#N

Each line ends with the Löwdin charge.
CARTESIAN COORDINATES (ANGSTROEM)
C 1.82513 3.08611 2.25669  -0.07
C 0.40414 3.00814 1.55299  -0.32
F 0.37343 4.21477 0.74129  -0.07
C 0.05659 1.67850 0.70583  -0.32
C 0.50373 1.90294 -0.83498  -0.14
C -0.52267 2.65081 -1.79858  -0.68
O -0.69831 3.86612 -1.91823  -0.03
Br -1.63959 1.54146 -3.05521  0.68
C -1.56130 1.55480 0.88564  -0.64
Cl -2.50947 3.11210 0.70097  0.72
O -2.18378 0.58594 0.02886  -0.28
S -1.34186 -0.87017 -0.04391  0.75
O -0.76702 -1.19642 -1.39141  -0.33
O -2.42633 -1.91709 0.18915  -0.35
C -0.04915 -0.98956 1.33385  -0.53
C 0.61068 -2.40893 1.11764  -0.22
C 1.40654 -3.14209 2.27993  -0.18
C 1.99935 -2.31778 3.49330  -0.28
S 1.59013 -2.95756 5.19247  0.72
O 0.25422 -3.62224 5.30734  -0.34
O 2.63047 -4.02983 5.46608  -0.35
O 1.87096 -1.78620 6.38661  -0.19
P -1.26747 -1.20428 2.85424  0.98
N -0.49048 -0.52677 4.32268  -0.17
O -1.60406 -2.87200 3.11280  -0.29
C 0.78974 0.34095 1.33625  -0.39
P 2.53582 0.37445 0.54207  0.73
O 2.63403 -0.74006 -0.78201  -0.35
Cl 4.02634 -0.31056 1.92993  0.22
H 2.69570 3.01479 1.50592  0.07
H 1.93619 2.37022 3.13254  0.08
H 1.91495 4.14606 2.70172  0.10
H -0.35736 3.06269 2.42062  0.06
H 1.44661 2.56513 -0.84281  0.14
H 0.67597 0.91340 -1.40308  0.09
H -1.69224 1.35730 2.01598  0.08
H 1.22803 -2.54816 0.15352  0.12
H -0.28539 -3.10910 0.89000  0.12
H 2.27586 -3.72763 1.80052  0.14
H 0.74241 -3.97091 2.73262  0.12
H 1.83602 -1.18374 3.38804  0.05
H 3.14749 -2.42045 3.44514  0.08
H 1.01474 -1.31884 6.50621  0.06
H -0.87826 -0.98744 5.15838  0.04
H -0.64998 0.48940 4.35485  0.00
H -1.95222 -3.28399 2.29400  0.06
H 0.99237 0.56360 2.45520  0.09
H 1.73854 -0.93862 -1.13695  0.02
C -0.09010 0.83530 -7.06365  -0.07
C 0.57364 0.56593 -5.78472  -0.28
N 1.09733 0.35495 -4.78127  0.13
H 0.13275 1.84135 -7.42693  0.09
H 0.23001 0.13313 -7.83725  0.08
H -1.17880 0.75313 -6.98019  0.02
C -2.56059 3.11759 6.34796  -0.05
C -1.69763 3.05587 5.16683  -0.20
N -1.02023 3.00776 4.23773  0.18
H -2.60849 2.15412 6.86042  0.09
H -2.19939 3.85284 7.07041  0.09
H -3.58290 3.39633 6.08317  0.09
C -4.44828 0.96653 -8.72093  -0.06
C -3.78135 0.69829 -7.44470  -0.25
N -3.25793 0.48739 -6.44170  0.15
H -4.22837 1.97275 -9.08469  0.08
H -4.13088 0.26417 -9.49493  0.08
H -5.53358 0.88321 -8.63143  0.08
C 2.57079 -3.07673 -5.27265  -0.08
C 2.86716 -4.04509 -4.21405  -0.28
N 3.09945 -4.80553 -3.38241  0.12
H 1.63243 -3.31085 -5.78044  0.08
H 2.48066 -2.06222 -4.87640  0.05
H 3.35508 -3.05947 -6.03285  0.08


[2]
Entry from the Open Molecules 2025 dataset: a cluster of 13 separate species, C25H76N2O13 in total (ωB97M-V with the def2-TZVPD basis set).

## Properties
Total charge ... 0
Energy relative to the best compared isomer or geometry (same formula, charge and spin) ... 305.7 kcal per mole

Each line ends with the Löwdin charge.
CARTESIAN COORDINATES (ANGSTROEM)
C 2.09220 2.26705 -4.13145  -0.22
O 3.04420 2.36205 -5.08245  -0.09
H 2.39820 2.01205 -3.17045  0.04
H 1.28220 1.64605 -4.42845  0.06
H 1.80920 3.28205 -4.06045  0.08
H 2.50220 2.44705 -5.89845  0.11
C -1.19780 3.25605 -0.37945  -0.13
O -0.85080 2.93005 0.91955  -0.16
H -1.24780 4.26905 -0.49345  0.07
H -2.12980 2.76105 -0.59345  0.06
H -0.34780 2.75905 -0.90745  0.08
H -1.58680 3.21805 1.48255  0.05
C 0.70320 -4.51995 -1.59845  -0.18
O 1.65220 -3.67695 -2.24345  -0.11
H 1.26820 -5.37495 -1.26645  0.05
H 0.10320 -4.87795 -2.47845  0.09
H -0.00580 -4.30895 -0.78245  0.07
H 1.32220 -2.84495 -1.94345  -0.01
C -4.12880 0.79305 -0.29445  -0.16
O -4.31080 1.16005 -1.61545  -0.11
H -4.31980 1.71005 0.28955  0.08
H -3.15080 0.55705 -0.11045  0.02
H -4.78180 -0.08995 0.10755  0.13
H -4.53080 2.12305 -1.64245  0.13
C 3.77920 -1.08895 -2.08245  -0.09
O 3.49020 0.19405 -1.49145  -0.16
H 4.23420 -0.98595 -3.06745  0.08
H 2.83820 -1.62995 -2.23645  0.06
H 4.50420 -1.63395 -1.45345  0.09
H 4.16920 0.23205 -0.78045  0.10
C -3.39480 -1.68595 2.33155  -0.15
O -2.27780 -2.02795 1.58355  -0.16
H -3.61480 -0.56795 2.25155  0.09
H -3.44280 -2.10795 3.32355  0.09
H -4.31180 -2.09095 1.85255  0.09
H -1.98080 -2.97295 1.74055  0.16
C 0.40420 -0.19695 -0.03245  -0.69
O 0.75320 -1.39095 -0.48945  -0.05
N 1.20920 0.77705 -0.25445  0.19
N -0.63880 0.05105 0.65755  0.20
H 1.87620 0.59005 -1.00445  0.08
H 1.07220 1.73905 -0.06945  0.09
H -1.22180 -0.77295 1.06855  0.12
H -0.94880 0.93405 1.16455  0.10
C 3.41520 -3.01195 0.80255  -0.02
C 3.29620 -4.37695 1.62455  -0.64
C 2.15620 -5.34595 1.20555  -0.03
O 4.32220 -5.04895 1.58555  0.02
H 4.35920 -2.53895 1.10955  0.09
H 2.57520 -2.33595 1.00355  0.05
H 3.07020 -3.09595 -0.24345  0.06
H 3.09220 -4.01095 2.65055  0.12
H 2.11520 -6.06595 2.06455  0.09
H 2.47720 -5.96595 0.35955  0.08
H 1.18120 -4.96695 0.94755  0.04
H 4.89420 -4.60595 2.27155  0.16
C -2.17580 -3.13295 -1.95945  -0.02
C -3.59280 -2.76595 -1.55545  -0.66
C -4.66580 -3.17595 -2.52845  -0.03
O -3.88480 -3.14995 -0.41645  0.01
H -1.43280 -2.78495 -1.18145  0.08
H -1.87980 -2.79195 -2.89345  0.06
H -2.22680 -4.20495 -2.00445  0.08
H -3.64780 -1.64495 -1.46445  0.12
H -4.45080 -2.69395 -3.47245  0.07
H -5.68580 -2.80795 -2.32145  0.09
H -4.64580 -4.22395 -2.82045  0.08
H -3.17480 -2.85495 0.15555  0.05
C -2.57480 1.73005 3.08955  -0.02
C -3.51180 2.88305 2.83455  -0.63
C -3.53080 3.92205 3.97855  0.00
O -3.40080 3.47405 1.73155  -0.02
H -2.40180 1.13105 2.25655  0.01
H -2.92580 1.05105 3.94455  0.13
H -1.62880 2.26005 3.31255  0.09
H -4.54580 2.55005 2.78455  0.13
H -4.38180 3.60405 4.53855  0.08
H -3.61080 4.88805 3.61655  0.07
H -2.76680 3.75705 4.64855  0.05
H -4.33280 3.78705 1.59055  0.17
C 2.73120 -1.06295 3.93055  0.00
C 2.22520 -0.15095 2.74755  -0.60
C 1.45720 1.12605 3.15655  -0.03
O 2.96920 0.19705 1.80155  -0.03
H 3.33520 -0.51695 4.64955  0.07
H 3.36320 -1.84295 3.54555  0.04
H 1.83820 -1.45995 4.41055  0.08
H 1.60020 -0.81595 2.18555  0.10
H 0.96020 1.61605 2.31755  0.04
H 2.02820 1.89105 3.65055  0.07
H 0.57820 0.98605 3.81955  0.08
H 2.34620 0.49805 1.09455  0.05
C 2.62520 4.32005 1.29155  -0.02
C 3.67620 3.41305 0.75255  -0.68
C 3.77820 3.42305 -0.70145  -0.05
O 4.75620 3.71605 1.29755  0.08
H 2.24720 4.08305 2.32855  0.10
H 1.72820 4.39305 0.75655  0.05
H 2.93520 5.30405 1.48355  0.07
H 3.41620 2.35805 0.77255  0.12
H 3.86320 4.42005 -1.05845  0.08
H 2.85420 2.98005 -1.13845  0.08
H 4.57620 2.78905 -1.06845  0.10
H 4.97320 4.54305 0.94755  0.09
C -0.27280 -0.38395 -3.35945  -0.01
C -1.47280 0.37305 -2.73745  -0.58
C -1.48280 1.80205 -3.13345  -0.05
O -2.56380 -0.05995 -3.22545  0.03
H 0.65020 0.11105 -3.15845  0.03
H -0.27980 -0.61195 -4.48445  0.13
H -0.10080 -1.33395 -2.88145  0.03
H -1.51680 0.32805 -1.70045  0.10
H -1.71880 2.05105 -4.10645  0.07
H -0.53980 2.36105 -2.84845  0.09
H -2.38180 2.24105 -2.67545  0.07
H -3.14580 0.25705 -2.59845  0.01


no.,HOMO (Ha),gap between HOMO and LUMO (eV)
1,-0.3090,8.11
2,-0.3274,8.53